[1]
59
Properties=species:S:1:pos:R:3:mulliken_charge:R:1 method="wB97M-V/def2-TZVPD" mol_weight_g_mol=567.54 relative_energy_kj_mol=85.4 charge=+1
Co 0.000 -0.680 -0.876 -0.83
C 4.098 -2.090 -0.897 -1.11
C 4.874 -0.933 -0.870 -0.44
C 4.228 0.269 -0.949 -0.48
C 2.819 0.342 -1.025 0.48
N 2.060 -0.800 -1.024 0.05
C 2.735 -1.970 -0.979 -0.04
N 2.333 1.596 -1.109 -0.54
C 1.109 1.968 -1.161 -0.21
N 0.000 1.147 -1.156 0.28
C -1.109 1.968 -1.162 -0.20
N -2.333 1.596 -1.110 -0.55
C -2.820 0.342 -1.026 0.47
C -4.228 0.270 -0.950 -0.47
C -4.875 -0.932 -0.870 -0.45
C -4.099 -2.089 -0.896 -1.11
C -2.736 -1.970 -0.979 -0.02
N -2.061 -0.800 -1.024 0.06
C -0.697 3.362 -1.199 0.60
C -1.419 4.545 -1.175 -0.34
C -0.699 5.728 -1.164 -0.65
C 0.698 5.728 -1.164 -0.65
C 1.419 4.544 -1.174 -0.31
C 0.697 3.362 -1.198 0.60
H 4.541 -3.074 -0.856 0.48
H 5.952 -0.989 -0.798 0.44
H 4.752 1.213 -0.956 0.50
H 2.154 -2.874 -1.014 0.44
H -4.753 1.213 -0.958 0.50
H -5.952 -0.988 -0.798 0.43
H -4.542 -3.073 -0.855 0.48
H -2.155 -2.874 -1.013 0.45
H -2.500 4.526 -1.154 0.55
H -1.223 6.674 -1.149 0.43
H 1.223 6.674 -1.148 0.43
H 2.500 4.526 -1.153 0.56
S -0.001 -2.197 3.325 -0.33
C 0.000 -0.471 3.528 0.33
C 0.000 0.249 4.716 -0.77
C 0.001 1.626 4.639 -0.49
C 0.001 2.270 3.399 -1.02
C 0.001 1.555 2.220 0.01
C 0.000 0.161 2.275 -0.68
N 0.000 -0.734 1.219 0.55
C -0.001 -1.985 1.616 -0.06
C 0.000 -3.037 0.619 2.26
C 0.000 -4.407 0.878 -0.89
C 0.001 -5.294 -0.183 -0.84
C 0.001 -4.821 -1.492 -0.75
C 0.000 -3.454 -1.745 0.12
C 0.000 -2.552 -0.688 -0.01
H 0.000 -0.264 5.668 0.43
H 0.001 2.213 5.548 0.40
H 0.002 3.351 3.358 0.44
H 0.001 2.072 1.274 0.66
H 0.000 -4.767 1.901 0.49
H 0.002 -6.359 0.002 0.44
H 0.002 -5.518 -2.321 0.47
H 0.000 -3.092 -2.768 0.42

***

[2]
46
Properties=species:S:1:pos:R:3:mulliken_charge:R:1 method="wB97M-V/def2-TZVPD" mol_weight_g_mol=472.26 relative_energy_kj_mol=6.7 smiles="O=C(c1ccc(Br)c(C(F)(F)F)c1)N1CCC2(CC1)CCN2C(=O)c1cnoc1"
O 1.760 1.622 2.509 -0.65
C 0.927 1.723 1.624 0.27
C 0.768 3.034 0.906 0.51
C 1.912 3.744 0.572 -1.00
C 1.813 4.983 -0.038 -0.64
C 0.566 5.532 -0.293 -0.06
Br 0.514 7.227 -1.123 -0.15
C -0.592 4.844 0.066 0.38
C -1.970 5.413 -0.175 0.56
F -2.929 4.578 0.257 -0.29
F -2.153 6.579 0.463 -0.23
F -2.202 5.627 -1.481 -0.23
C -0.478 3.595 0.661 -0.13
N 0.070 0.713 1.291 0.11
C -0.410 0.500 -0.076 -0.80
C 0.574 -0.386 -0.843 -1.34
C 0.964 -1.678 -0.121 0.84
C 1.261 -1.421 1.354 -1.04
C 0.213 -0.542 2.028 -1.21
C 2.079 -2.471 -0.854 -1.00
C 1.078 -3.617 -1.103 -0.75
N 0.069 -2.841 -0.382 0.29
C -1.254 -3.030 -0.220 0.94
O -2.009 -2.199 0.267 -0.62
C -1.772 -4.337 -0.712 0.00
C -1.327 -5.672 -0.485 -0.31
N -2.129 -6.550 -1.009 -0.45
O -3.145 -5.820 -1.599 -0.19
C -2.929 -4.523 -1.388 -0.46
H 2.881 3.323 0.804 0.50
H 2.701 5.534 -0.312 0.44
H -1.373 3.060 0.947 0.66
H -1.385 0.024 -0.017 0.35
H -0.515 1.451 -0.589 0.60
H 0.176 -0.626 -1.832 0.46
H 1.500 0.180 -0.996 0.38
H 1.358 -2.377 1.874 0.47
H 2.228 -0.912 1.418 0.41
H 0.510 -0.310 3.046 0.51
H -0.760 -1.033 2.031 0.53
H 2.454 -1.989 -1.754 0.37
H 2.915 -2.739 -0.211 0.37
H 0.823 -3.794 -2.149 0.30
H 1.341 -4.565 -0.634 0.30
H -0.457 -6.016 0.051 0.48
H -3.666 -3.838 -1.772 0.50

***

What did the first record say?
59
Properties=species:S:1:pos:R:3:mulliken_charge:R:1 method="wB97M-V/def2-TZVPD" mol_weight_g_mol=567.54 relative_energy_kj_mol=85.4 charge=+1
Co 0.000 -0.680 -0.876 -0.83
C 4.098 -2.090 -0.897 -1.11
C 4.874 -0.933 -0.870 -0.44
C 4.228 0.269 -0.949 -0.48
C 2.819 0.342 -1.025 0.48
N 2.060 -0.800 -1.024 0.05
C 2.735 -1.970 -0.979 -0.04
N 2.333 1.596 -1.109 -0.54
C 1.109 1.968 -1.161 -0.21
N 0.000 1.147 -1.156 0.28
C -1.109 1.968 -1.162 -0.20
N -2.333 1.596 -1.110 -0.55
C -2.820 0.342 -1.026 0.47
C -4.228 0.270 -0.950 -0.47
C -4.875 -0.932 -0.870 -0.45
C -4.099 -2.089 -0.896 -1.11
C -2.736 -1.970 -0.979 -0.02
N -2.061 -0.800 -1.024 0.06
C -0.697 3.362 -1.199 0.60
C -1.419 4.545 -1.175 -0.34
C -0.699 5.728 -1.164 -0.65
C 0.698 5.728 -1.164 -0.65
C 1.419 4.544 -1.174 -0.31
C 0.697 3.362 -1.198 0.60
H 4.541 -3.074 -0.856 0.48
H 5.952 -0.989 -0.798 0.44
H 4.752 1.213 -0.956 0.50
H 2.154 -2.874 -1.014 0.44
H -4.753 1.213 -0.958 0.50
H -5.952 -0.988 -0.798 0.43
H -4.542 -3.073 -0.855 0.48
H -2.155 -2.874 -1.013 0.45
H -2.500 4.526 -1.154 0.55
H -1.223 6.674 -1.149 0.43
H 1.223 6.674 -1.148 0.43
H 2.500 4.526 -1.153 0.56
S -0.001 -2.197 3.325 -0.33
C 0.000 -0.471 3.528 0.33
C 0.000 0.249 4.716 -0.77
C 0.001 1.626 4.639 -0.49
C 0.001 2.270 3.399 -1.02
C 0.001 1.555 2.220 0.01
C 0.000 0.161 2.275 -0.68
N 0.000 -0.734 1.219 0.55
C -0.001 -1.985 1.616 -0.06
C 0.000 -3.037 0.619 2.26
C 0.000 -4.407 0.878 -0.89
C 0.001 -5.294 -0.183 -0.84
C 0.001 -4.821 -1.492 -0.75
C 0.000 -3.454 -1.745 0.12
C 0.000 -2.552 -0.688 -0.01
H 0.000 -0.264 5.668 0.43
H 0.001 2.213 5.548 0.40
H 0.002 3.351 3.358 0.44
H 0.001 2.072 1.274 0.66
H 0.000 -4.767 1.901 0.49
H 0.002 -6.359 0.002 0.44
H 0.002 -5.518 -2.321 0.47
H 0.000 -3.092 -2.768 0.42